Record 1
Molecular formula: C2H3IS
Method: DFT, ωB97M-V/def2-TZVPD

The geometry in XYZ format:
```
7
Properties=species:S:1:pos:R:3:forces:R:3:nbo_charge:R:1
C -1.4514 -1.2098 -0.0812 -0.748 1.976 0.377 -0.276
C -0.7655 -2.1265 -0.4140 -0.508 -0.412 -0.276 -0.242
S 1.5885 2.0687 -0.1982 0.057 -0.006 0.073 -0.291
I -2.4653 0.5297 0.2355 0.526 -0.883 -0.015 0.280
H -0.5257 -3.0353 -0.8747 0.746 -0.668 -0.084 0.238
H 2.7583 2.1033 0.4714 -0.304 -0.050 -0.004 0.144
H 0.8611 1.6699 0.8612 0.232 0.043 -0.072 0.146
```
Positions in Å, forces in eV/Å.

Results
energy relative to the best compared isomer or geometry (same formula, charge and spin) = 1.706 eV
SMILES string = C#CI.S
HOMO level = -9.68 eV
maximum force = 0.042 hartree/bohr
DFT total energy = -21055.77016 eV
Kohn-Sham gap = 9.885 eV



Record 2
Molecular formula: C2H3IS
Method: DFT, ωB97M-V/def2-TZVPD

The geometry in XYZ format:
```
7
Properties=species:S:1:pos:R:3:forces:R:3:nbo_charge:R:1
C 1.3863 -0.8135 -0.7356 4.022 -0.715 2.963 -0.139
C 0.1361 -0.0375 -0.3842 2.323 0.407 0.766 -0.777
S 3.1513 -1.1446 0.4691 -4.980 1.092 -3.167 -0.187
I 1.3874 -1.7207 -2.5452 0.132 -0.104 -0.196 0.325
H 0.2944 0.9904 -0.8742 -0.848 -1.500 0.423 0.273
H 0.1970 0.1015 0.7107 -0.323 0.130 -0.484 0.257
H -0.7050 -0.6737 -0.6536 -0.325 0.690 -0.304 0.248
```
Positions in Å, forces in eV/Å.

Results
energy relative to the best compared isomer or geometry (same formula, charge and spin) = 2.661 eV
SMILES string = CC(=S)I
HOMO level (spin up / spin down) = -8.62 / -8.57 eV
maximum force = 0.117 hartree/bohr
DFT total energy = -21054.81451 eV
Kohn-Sham gap (spin up / spin down) = 7.068 / 6.850 eV



Record 3
Molecular formula: C2H3ISi
Method: DFT, ωB97M-V/def2-TZVPD

The geometry in XYZ format:
```
7
Properties=species:S:1:pos:R:3:forces:R:3:nbo_charge:R:1
C -0.5776 -0.0937 -0.0779 0.849 -0.349 0.731 -0.480
C -1.7646 -0.0351 0.1290 -1.587 -0.056 -0.627 -0.228
Si 1.2862 0.0345 -0.0480 -2.182 1.188 -0.484 0.840
I -3.8089 0.0001 -0.0260 1.172 0.002 0.256 0.275
H 1.2127 1.5541 -0.3382 1.106 -1.174 -0.058 -0.107
H 1.7915 -1.0754 -0.8191 0.375 0.108 -1.197 -0.142
H 1.8607 -0.3845 1.1803 0.268 0.281 1.380 -0.158
```
Positions in Å, forces in eV/Å.

Results
energy relative to the best compared isomer or geometry (same formula, charge and spin) = 0.156 eV
SMILES string = [SiH3]C#CI
HOMO level = -9.47 eV
maximum force = 0.049 hartree/bohr
DFT total energy = -18097.84842 eV
Kohn-Sham gap = 9.709 eV



Record 4
Molecular formula: C2H3LiO2Tl
Method: DFT, ωB97M-V/def2-TZVPD

The geometry in XYZ format:
```
9
Properties=species:S:1:pos:R:3:forces:R:3:lowdin_charge:R:1
O -1.5684 0.4510 0.0231 1.575 -4.775 -2.375 -0.219
C -0.4247 0.4015 -0.5106 -3.787 -0.572 3.048 -0.267
C 0.4815 -0.7834 -0.2956 2.039 -0.530 -1.294 -0.421
O 1.7856 -0.3637 -0.1739 -0.828 -1.018 0.600 -0.389
H 0.2963 -1.4380 -1.1822 -0.041 0.231 0.153 0.139
H 0.0938 -1.3679 0.5749 -0.370 0.647 -0.263 0.135
Li 2.6460 -1.6518 0.6983 0.246 0.474 -0.232 0.830
Tl -0.8109 2.3881 0.1433 0.448 4.522 0.427 1.162
H -2.4991 2.3642 0.7227 0.718 1.022 -0.065 0.029
```
Positions in Å, forces in eV/Å.

Results
energy relative to the best compared isomer or geometry (same formula, charge and spin) = 4.449 eV
charge = +1
HOMO level (spin up / spin down) = -13.00 / -13.00 eV
maximum force = 0.108 hartree/bohr
DFT total energy = -11104.29921 eV
Kohn-Sham gap (spin up / spin down) = 6.876 / 6.876 eV



Record 5
Molecular formula: C2H3LiOV
Method: DFT, ωB97M-V/def2-TZVPD

The geometry in XYZ format:
```
8
Properties=species:S:1:pos:R:3:forces:R:3:mulliken_spin:R:1
C 0.7267 0.9262 0.1948 2.275 1.349 0.382 0.002
C -0.3611 1.5613 0.5297 -0.790 0.767 1.263 -0.001
O -1.3705 1.9694 0.9831 0.836 -0.583 -0.807 -0.003
Li -0.9048 -2.2979 0.5013 0.193 0.120 -0.041 0.023
H 1.0720 0.9252 -0.8268 -0.419 -0.312 -0.196 -0.001
H 1.6119 0.9116 0.9133 -1.724 -0.127 -0.718 -0.002
V -1.0523 -2.9253 -2.7148 0.049 0.073 0.168 3.017
H 0.2781 -1.0705 0.4194 -0.420 -1.288 -0.052 -0.036
```
Positions in Å, forces in eV/Å.

Results
⟨S²⟩ = 3.9926
2S+1 = 4
HOMO level (spin up / spin down) = -6.35 / -6.18 eV
maximum force = 0.052 hartree/bohr
DFT total energy = -30054.63010 eV
Kohn-Sham gap (spin up / spin down) = 5.538 / 5.710 eV



Record 6
Molecular formula: C2H3Mg
Method: DFT, ωB97M-V/def2-TZVPD

The geometry in XYZ format:
```
6
Properties=species:S:1:pos:R:3:forces:R:3:nbo_charge:R:1
C -0.2497 -0.6840 -0.2992 0.115 1.154 1.829 -0.102
H -0.3214 -1.5716 0.3259 0.154 -0.193 -0.973 0.254
C -0.6924 0.4896 -0.4118 0.732 1.348 1.198 -0.747
H -1.5313 1.1311 -0.1518 -0.380 -0.635 -1.023 0.283
H 1.4644 -0.6735 0.0604 0.533 1.151 0.254 -0.439
Mg 1.3305 1.3085 0.4767 -1.154 -2.825 -1.285 1.751
```
Positions in Å, forces in eV/Å.

Results
energy relative to the best compared isomer or geometry (same formula, charge and spin) = 1.433 eV
charge = +1
HOMO level (spin up / spin down) = -12.96 / -12.96 eV
maximum force = 0.064 hartree/bohr
DFT total energy = -7554.47893 eV
Kohn-Sham gap (spin up / spin down) = 5.344 / 5.344 eV